1.
55
Properties=species:S:1:pos:R:3:forces:R:3 method="wB97M-V/def2-TZVPD" charge=-2 relative_energy_kj_mol=118.2 gap_ev="5.57 / 5.71" spin_multiplicity=2 e_tot_ev=-102070.021
Mn -0.4009 1.4336 0.1529 0.4 0.1 0.5
O 2.5729 -1.9477 0.1213 0.0 0.0 0.0
C 1.8467 -0.9978 -0.1562 -0.1 -0.1 0.1
N 0.5169 -1.0828 -0.3575 0.3 -0.1 -0.2
C -1.7680 -1.9168 -0.4165 0.0 0.1 0.0
C -2.3919 -1.1710 0.7469 0.1 0.0 0.1
C -3.1347 -1.9169 1.6611 0.0 0.0 0.0
C -3.7585 -1.2980 2.7292 0.0 0.0 0.0
C -3.6417 0.0745 2.8503 0.0 0.0 0.0
C -2.8842 0.7519 1.9118 0.0 0.0 -0.1
N -2.2592 0.1616 0.8880 -0.2 0.0 -0.2
C 2.4786 0.3995 -0.2435 0.0 0.1 0.0
C 3.8623 0.4178 -0.3744 -0.1 0.0 0.0
C 4.5238 1.6326 -0.3775 0.0 0.1 0.0
C 3.7885 2.7987 -0.2351 0.0 0.0 0.0
C 2.4123 2.7011 -0.1045 0.1 0.0 0.0
N 1.7743 1.5367 -0.1139 -0.2 -0.1 -0.1
H -2.3152 -2.8565 -0.5332 0.0 0.0 0.0
H -1.9113 -1.3439 -1.3301 0.0 0.0 0.0
H -3.2075 -2.9884 1.5234 0.0 0.0 0.0
H -4.3238 -1.8781 3.4493 0.0 0.0 0.0
H -4.1004 0.6208 3.6632 0.0 0.0 0.0
H -2.7439 1.8235 1.9782 0.0 0.0 0.0
H 4.3806 -0.5259 -0.4531 0.0 0.0 0.0
H 5.6021 1.6671 -0.4805 0.0 0.0 0.0
H 4.2623 3.7716 -0.2244 0.0 0.0 0.0
H 1.7773 3.5707 0.0143 0.0 0.0 0.0
C -0.0280 -3.0983 0.9799 0.0 0.0 0.0
C -0.2709 -2.3262 -0.3147 -0.1 0.0 0.1
C 0.1021 -3.1179 -1.5407 0.0 0.0 0.0
C 0.3878 -2.5588 -2.7240 0.0 -0.1 0.0
C 0.3471 -1.1649 -3.1751 0.0 0.0 0.0
C 0.5123 -0.9612 -4.5633 0.0 0.0 0.0
C 0.3155 0.2683 -5.1453 0.0 0.0 0.0
C -0.0852 1.3515 -4.3495 0.0 0.0 0.0
C -0.2462 1.2262 -2.9854 0.0 0.0 0.0
S -0.7840 2.5366 -1.9490 0.0 -0.1 0.2
C 0.0421 -0.0368 -2.3713 -0.1 0.1 0.0
N -0.0730 -0.0287 -1.0231 0.0 -0.2 0.0
H -0.7296 -3.9360 1.0383 0.0 0.0 0.0
H -0.1861 -2.4463 1.8408 0.0 0.0 0.0
H 0.9888 -3.4784 1.0127 0.0 0.0 0.0
H 0.1841 -4.1955 -1.4329 0.0 0.0 0.0
H 0.6608 -3.2484 -3.5202 0.0 0.0 0.0
H 0.7788 -1.8169 -5.1767 0.0 0.0 0.0
H 0.4501 0.3976 -6.2136 0.0 0.0 0.0
H -0.2733 2.3198 -4.8010 0.0 0.0 0.0
S -0.8225 3.4088 1.3589 0.0 0.2 0.1
C -0.5860 3.0339 3.0465 0.0 -0.2 -0.1
C -0.9171 4.0659 3.9795 0.0 0.0 0.2
N -1.1916 4.8970 4.7325 0.0 0.0 -0.1
C -0.1093 1.8352 3.5087 -0.1 0.1 -0.1
S 0.3490 0.4910 2.5168 -0.1 0.1 -0.4
C 0.0429 1.6537 4.9241 0.0 0.0 0.1
N 0.1839 1.4907 6.0576 0.0 0.0 0.0



2.
97
Properties=species:S:1:pos:R:3:forces:R:3 method="wB97M-V/def2-TZVPD" relative_energy_kj_mol=0.0 gap_ev=9.32 e_tot_ev=-78983.033
C 3.0896 -0.6744 2.7860 0.0 0.2 0.0
C 4.4778 -0.6004 2.1703 0.1 -0.2 0.1
N 4.5780 -1.3460 0.9071 -0.1 0.4 0.0
C 3.5802 -1.0022 -0.1278 0.2 -0.1 -0.2
C 2.6991 -2.2010 -0.5338 -0.1 -0.1 0.3
B 1.1707 -2.0743 -0.2481 -0.4 -0.6 0.3
O 0.2362 -2.7338 -1.0454 0.3 0.5 -0.6
B -0.9660 -2.1091 -1.2845 -0.2 -0.4 0.5
O -1.3865 -1.1042 -0.4302 0.2 0.5 -0.7
B -0.3870 -0.4613 0.2892 -0.4 -0.5 0.3
C -0.3849 1.0896 0.4871 -0.1 0.0 0.6
C -1.6933 1.6182 1.1106 0.0 0.2 -0.4
C -2.5056 2.4471 0.1331 0.1 -0.1 0.0
Cl -1.3123 2.6698 2.5297 0.0 -0.1 0.2
O 0.6451 -1.2627 0.7490 0.6 0.8 -0.6
C 5.9104 -1.3060 0.3673 0.0 -0.1 0.0
C 6.5026 0.0271 -0.0382 -0.1 0.0 -0.1
O 6.5230 -2.3285 0.2090 0.1 0.0 0.0
H 2.6485 -1.6572 2.6340 0.0 -0.1 0.1
H 3.1559 -0.4662 3.8536 0.0 -0.1 0.0
H 2.4109 0.0676 2.3699 0.0 -0.1 -0.1
H 4.7938 0.4484 2.0785 -0.1 0.0 -0.1
H 5.1842 -1.0698 2.8587 0.1 0.0 0.0
H 4.1138 -0.6821 -1.0263 -0.1 0.1 0.0
H 2.9850 -0.1442 0.1928 0.0 -0.1 0.1
H 2.8211 -2.4451 -1.5905 0.1 -0.1 0.0
H 3.0671 -3.0704 0.0238 0.0 0.0 -0.1
H -1.6239 -2.4034 -2.2279 -0.1 -0.1 0.1
H 0.4604 1.3547 1.1212 0.0 0.0 0.0
H -0.2323 1.5956 -0.4715 0.0 -0.1 0.0
H -2.3069 0.8059 1.4960 0.1 0.0 0.2
H -2.6311 1.8830 -0.7926 -0.1 0.0 0.0
H -1.9631 3.3674 -0.0870 0.0 0.0 -0.1
H -3.4823 2.7052 0.5364 0.0 0.0 -0.1
H 6.0483 0.3391 -0.9806 0.0 0.0 0.0
H 7.5693 -0.0795 -0.2108 0.0 0.0 0.1
H 6.2952 0.8123 0.6854 0.1 0.0 0.1
F -4.7100 4.4969 -3.1339 0.0 0.0 0.0
C -5.6603 3.6243 -2.7340 0.0 0.0 0.0
C -5.3012 2.3114 -2.5072 0.0 0.0 0.0
C -6.2801 1.4210 -2.0890 0.0 0.0 0.0
C -7.5910 1.8447 -1.9134 0.1 -0.1 0.0
C -7.9204 3.1711 -2.1543 0.0 0.0 0.0
C -6.9528 4.0781 -2.5646 0.0 0.0 0.0
H -4.2760 2.0014 -2.6557 0.0 0.0 0.0
H -6.0139 0.3892 -1.8987 0.0 0.0 0.0
H -8.3494 1.1449 -1.5935 0.0 0.0 0.0
H -8.9419 3.5033 -2.0229 0.0 0.0 0.0
H -7.1863 5.1172 -2.7517 0.0 0.0 0.0
F -10.5085 1.4491 -0.9103 -0.1 0.0 0.0
C -10.7128 1.9311 0.3382 0.0 0.0 0.0
C -10.6505 1.0546 1.4014 0.0 0.0 0.0
C -10.8588 1.5570 2.6783 0.0 0.0 0.0
C -11.1276 2.9050 2.8687 0.0 0.0 0.0
C -11.1862 3.7590 1.7769 0.0 0.0 0.0
C -10.9749 3.2761 0.4939 0.0 0.0 0.0
H -10.4444 0.0078 1.2252 0.0 0.0 0.0
H -10.8094 0.8882 3.5276 0.0 0.0 0.0
H -11.2878 3.2900 3.8666 0.0 0.0 0.0
H -11.3942 4.8108 1.9219 0.0 0.0 0.0
H -11.0116 3.9238 -0.3713 0.0 0.0 0.0
F -8.0717 4.1368 1.5042 0.0 0.0 0.0
C -6.8516 4.7054 1.5912 0.0 0.0 0.0
C -6.6952 6.0067 1.1583 0.0 0.0 0.0
C -5.4371 6.5855 1.2522 0.0 0.0 0.0
C -4.3678 5.8646 1.7653 0.0 0.0 0.0
C -4.5557 4.5567 2.1919 0.0 0.0 0.0
C -5.8086 3.9645 2.1091 0.0 0.0 0.0
H -7.5430 6.5451 0.7574 0.0 0.0 0.0
H -5.2944 7.6055 0.9200 0.0 0.0 0.0
H -3.3879 6.3185 1.8299 0.0 0.0 0.0
H -3.7183 3.9876 2.5747 -0.1 0.1 0.1
H -5.9827 2.9476 2.4346 0.0 0.0 0.0
F 8.7141 -9.2151 1.2394 0.0 0.0 0.0
C 8.1605 -8.0060 0.9979 0.0 0.0 0.0
C 7.2775 -7.8794 -0.0552 0.0 0.0 0.0
C 6.7131 -6.6337 -0.2940 0.0 0.0 0.0
C 7.0342 -5.5444 0.5057 0.0 0.0 0.0
C 7.9287 -5.7076 1.5552 0.0 0.0 0.0
C 8.5008 -6.9461 1.8135 0.0 0.0 0.0
H 7.0455 -8.7400 -0.6676 0.0 0.0 0.0
H 6.0171 -6.5144 -1.1144 0.0 0.0 0.0
H 6.5966 -4.5746 0.3159 0.0 0.0 0.0
H 8.1856 -4.8611 2.1792 0.0 0.0 0.0
H 9.1959 -7.0971 2.6280 0.0 0.0 0.0
F 8.1012 -0.6291 -3.1515 0.0 0.0 0.0
C 8.9094 -1.7177 -3.1800 0.0 0.0 0.0
C 9.6759 -1.9419 -4.3050 0.0 0.0 0.0
C 10.5002 -3.0589 -4.3224 0.0 0.0 0.0
C 10.5400 -3.9219 -3.2357 0.0 0.0 0.0
C 9.7535 -3.6668 -2.1202 0.0 0.0 0.0
C 8.9281 -2.5508 -2.0814 0.0 0.0 0.0
H 9.6228 -1.2578 -5.1406 0.0 0.0 0.0
H 11.1131 -3.2537 -5.1927 0.0 0.0 0.0
H 11.1815 -4.7926 -3.2592 0.0 0.0 0.0
H 9.7732 -4.3397 -1.2723 0.0 0.0 0.0
H 8.3052 -2.3394 -1.2229 0.0 0.0 0.0



3.
9
Properties=species:S:1:pos:R:3:forces:R:3 method="wB97M-V/def2-TZVPD" relative_energy_kj_mol=138.2 gap_ev=10.30 e_tot_ev=-6257.947
O 1.3060 0.5138 1.3578 0.2 0.0 -0.5
C -1.6907 -0.5030 0.4158 0.3 0.1 0.0
C -0.6909 -0.1640 -0.3452 -0.1 -0.2 0.1
C 0.4869 0.1256 -0.8542 -0.2 0.0 0.2
C 1.5175 0.4869 0.1668 0.0 0.1 0.2
H -2.3683 0.2211 0.8630 0.0 -0.1 -0.4
H -1.7761 -1.5456 0.7148 -0.1 0.1 0.0
H 0.7327 0.1148 -1.9167 -0.1 0.1 0.3
H 2.5127 0.7635 -0.2309 -0.1 -0.1 0.0